C2H8NO2P | wB97M-V/def2-TZVPD

Last column: Löwdin charge in e.
Cartesian coordinates (Å):
P: -0.29813 -0.26116 -0.95575  0.8576
H: -2.92739 -0.75545 1.12538  0.1045
H: 2.39398 3.01882 -0.80464  -0.0046
O: -1.05610 -0.09974 0.44571  -0.4735
C: -2.43247 0.03026 0.50163  -0.1809
H: 2.74738 3.67832 -0.60569  0.0059
H: -2.78962 -0.04597 -0.49340  0.0174
O: 1.72734 -2.20782 0.43864  -0.0396
H: -1.14226 -0.24507 -2.92361  -0.0853
H: 3.37162 -1.79029 1.58292  0.0867
H: -2.43281 1.01780 0.91854  0.0851
N: -1.44837 -0.14935 -2.01896  -0.2582
C: 2.35872 -1.54943 1.17584  -0.1851
H: 1.92813 -0.64094 1.61338  0.0700

Properties
Structure (SMILES): [H]/N=P/OC.[H][H].C=O
E_HOMO (eV): -9.559